(1)
The following is a DFT calculation (the ωB97M-V functional and the def2-TZVPD basis) of a molecular structure, C27H29BBr2Cl2N7O2Ti.

Structure (XYZ):
```
71
Properties=species:S:1:pos:R:3:mulliken_charge:R:1
Ti -0.82279 0.37459 -1.10974 -0.10
C -2.50615 -1.18973 1.68741 -1.25
C -1.21036 -0.52894 2.01063 0.53
C -0.56126 -0.43059 3.25063 -1.70
C 0.62634 0.22876 2.99558 0.91
C 1.73131 0.59079 3.93157 -1.43
N 0.66163 0.50392 1.67939 0.47
N -0.46281 0.04283 1.07427 1.60
B 1.78280 1.14878 0.83226 -0.96
N 2.20354 0.12919 -0.25046 0.36
N 1.27755 -0.37324 -1.10568 1.16
C 1.88443 -1.28784 -1.85905 0.43
C 1.17534 -2.04639 -2.92934 -1.61
C 3.23249 -1.37308 -1.48433 -1.46
C 3.39591 -0.45055 -0.46888 0.99
C 4.63145 -0.06794 0.27592 -1.48
N 1.25090 2.42255 0.17163 0.09
N 0.20363 2.35845 -0.69460 0.82
C -0.05729 3.60279 -1.08230 0.49
C -1.13102 3.95421 -2.05430 -1.38
C 0.83305 4.48633 -0.45148 -1.49
C 1.64669 3.69757 0.33355 1.13
C 2.77481 4.09336 1.22807 -1.36
H -2.95806 -1.59418 2.59277 0.44
H -2.33435 -2.00026 0.97980 0.08
H -3.20750 -0.49210 1.22971 0.10
H -0.91391 -0.79465 4.20142 0.46
H 1.46349 0.28840 4.94301 0.40
H 1.92052 1.66507 3.93275 0.20
H 2.66369 0.09201 3.66036 0.24
H 2.72257 1.40279 1.52963 -0.08
H 0.12257 -2.17283 -2.68193 0.06
H 1.63961 -3.02590 -3.05701 0.39
H 1.21627 -1.50277 -3.87297 0.33
H 3.98961 -2.01220 -1.90843 0.47
H 5.46472 -0.68083 -0.06497 0.38
H 4.51751 -0.21395 1.34970 0.22
H 4.88062 0.98087 0.10603 0.24
H -2.06591 3.46816 -1.78585 0.09
H -0.86436 3.61560 -3.05494 0.21
H -1.27655 5.03492 -2.06148 0.36
H 0.87158 5.55748 -0.56137 0.44
H 2.90832 5.17353 1.18746 0.35
H 3.71085 3.62016 0.92794 0.22
H 2.58235 3.81175 2.26456 0.22
Cl -8.07327 -0.10109 -1.53995 -0.28
C -6.37699 0.28913 -1.30262 0.50
C -6.05853 1.55000 -0.78689 -0.91
C -4.72265 1.84133 -0.61592 0.66
Cl -4.28762 3.39520 0.04221 -0.24
C -3.68873 0.94779 -0.93721 -0.74
O -2.42513 1.30738 -0.77388 -0.21
C -4.04549 -0.35001 -1.42418 1.79
C -3.08154 -1.33440 -1.69352 -1.07
O -1.80396 -1.14342 -1.47728 0.18
C -5.42565 -0.63600 -1.61092 -1.44
H -6.82376 2.26744 -0.53444 0.43
H -3.37995 -2.30476 -2.08108 0.16
H -5.71637 -1.60609 -1.99380 0.39
Br 3.78462 -3.31572 2.36394 -0.18
C 2.35481 -3.72875 1.19460 -0.32
C 2.46178 -4.78411 0.30998 -0.26
C 1.38061 -5.04465 -0.51545 -0.69
C 0.25351 -4.24234 -0.40685 -0.30
N 0.16032 -3.22825 0.44543 -0.04
C 1.19731 -2.96711 1.23195 0.10
H 3.36404 -5.37940 0.26817 0.42
H 1.41130 -5.85456 -1.23203 0.43
H -0.61105 -4.40942 -1.04004 0.42
H 1.10069 -2.13171 1.91617 0.32
Br -0.56211 0.85665 -3.64333 -0.65
```

Values from the calculation:
Multiplicity: 1
Orbital gap (alpha / beta): 4.53 / 4.54 eV
Net charge: -1
LUMO (alpha / beta): 2.0640 / 2.0640 eV

(2)
The following is a DFT calculation (the ωB97M-V functional and the def2-TZVPD basis) of a molecular structure, C27H29Cl3MnN3OSSi2 in a non-equilibrium geometry.

Structure (XYZ):
```
67
Properties=species:S:1:pos:R:3:nbo_charge:R:1
Mn 2.70739 0.54563 -0.71640 0.91
C -0.09029 -0.40469 -2.94159 -1.09
Si 1.31651 0.88583 -2.51626 0.99
C 1.19906 2.05387 -4.05138 -1.06
C 0.57297 1.95491 -1.00913 -0.35
C -0.80129 2.17124 -1.01364 -0.24
C -1.39814 3.01709 -0.09894 -0.20
C -0.63348 3.60136 0.89498 -0.20
C 0.72083 3.33219 0.96114 -0.22
C 1.35261 2.54726 0.00164 -0.45
Si 3.38299 2.57659 0.11238 0.90
C 3.83852 4.34914 -0.50899 -1.05
C 3.72158 2.74298 2.03358 -1.08
H -0.87748 0.08519 -3.50409 0.23
H -0.54183 -0.85984 -2.06265 0.22
H 0.30141 -1.20297 -3.56427 0.23
H 0.18864 2.44382 -4.14481 0.23
H 1.41840 1.48656 -4.94959 0.23
H 1.88732 2.89102 -4.00971 0.24
H -1.41561 1.70095 -1.76749 0.21
H -2.45635 3.22222 -0.16428 0.22
H -1.08395 4.27531 1.60957 0.21
H 1.29817 3.77698 1.75809 0.21
H 3.26548 5.10222 0.02387 0.23
H 3.66356 4.48522 -1.56950 0.23
H 4.89124 4.53195 -0.32687 0.23
H 3.69590 3.78656 2.33930 0.22
H 4.70240 2.35292 2.29137 0.23
H 2.98589 2.20396 2.62923 0.22
N 5.04835 -0.70632 -2.29395 -0.43
C 4.22620 -0.13286 -1.71776 -0.09
Cl -4.68543 -2.69756 -3.03925 0.03
C -3.64405 -2.93619 -1.68990 -0.03
C -2.28985 -3.14980 -1.89041 -0.23
C -1.45422 -3.29586 -0.79717 -0.21
C -1.93302 -3.23471 0.50661 -0.03
C -1.05134 -3.26685 1.73797 0.07
C 0.38583 -3.86571 1.53273 -0.24
N 1.36380 -2.81796 1.43654 -0.33
C 1.83813 -2.11329 2.50622 -0.05
C 2.51406 -1.04333 2.00370 -0.08
N 2.45365 -1.07656 0.63944 -0.60
C 1.76374 -2.15443 0.33306 0.21
O -0.97136 -1.99031 2.35049 -0.54
C -0.92326 -0.84297 1.51354 -0.10
C -2.25130 -0.15598 1.39146 -0.15
C -2.91785 0.37402 2.45895 -0.22
Cl -2.42029 0.33646 4.08863 0.06
S -4.40382 1.13332 2.00218 0.46
C -4.11378 0.74377 0.35485 -0.42
C -2.95811 0.05912 0.18134 -0.23
C -3.30840 -3.04030 0.67586 -0.02
Cl -3.99156 -2.95848 2.25489 0.04
C -4.16345 -2.89952 -0.40598 -0.24
H -1.89250 -3.19436 -2.89211 0.24
H -0.40668 -3.46399 -0.99289 0.21
H -1.55347 -3.88997 2.49102 0.22
H 0.43197 -4.49936 0.64557 0.22
H 0.63439 -4.47689 2.40460 0.23
H 1.66684 -2.41906 3.51698 0.23
H 3.03899 -0.26936 2.53056 0.23
H 1.59191 -2.47948 -0.67680 0.22
H -0.55892 -1.08845 0.51252 0.19
H -0.21502 -0.15812 1.99706 0.22
H -4.82928 1.04876 -0.38032 0.24
H -2.61277 -0.27628 -0.77818 0.23
H -5.22055 -2.75660 -0.24765 0.25
```

Values from the calculation:
Multiplicity: 5
Orbital gap (alpha / beta): 6.09 / 7.64 eV
Net charge: 0
LUMO (alpha / beta): -0.4065 / 0.1130 eV